No. 1
The following is a quantum chemistry calculation of the molecule C20H23N3O3, from OMol25.

```
49
Properties=species:S:1:pos:R:3
C -0.58693 1.60891 4.15685
C 0.38109 0.45987 4.20959
C 1.22720 0.27610 5.29718
C 2.10060 -0.79514 5.29763
N 2.17949 -1.68792 4.31295
C 1.36943 -1.53405 3.26814
C 1.44514 -2.57211 2.18404
C 0.47024 -0.46782 3.17786
C -0.42151 -0.36432 1.97416
O -1.43621 -1.02666 1.84116
N -0.01558 0.53105 1.03749
C -0.76645 0.71545 -0.18751
C -0.58766 -0.46262 -1.15601
C 0.83495 -0.58486 -1.68568
C 1.17053 0.56090 -2.60290
C 2.47992 1.02045 -2.72733
C 2.78840 2.07589 -3.56673
C 1.77639 2.69544 -4.29007
C 0.47298 2.25070 -4.16413
C 0.15858 1.18187 -3.32809
C -1.28075 0.74028 -3.24245
N -1.50290 -0.33213 -2.27953
C -2.71112 -0.94901 -2.32105
O -3.54972 -0.66785 -3.16541
C -3.03339 -2.01870 -1.28300
O -4.22609 -2.66247 -1.63095
H -1.53202 1.30951 3.70358
H -0.78935 1.98874 5.15676
H -0.18151 2.43160 3.56384
H 1.20027 0.95799 6.13734
H 2.77013 -0.95341 6.13598
H 0.54271 -3.18563 2.18512
H 1.52312 -2.11295 1.19582
H 2.30977 -3.20825 2.35208
H 0.84436 1.03029 1.18629
H -1.82598 0.80097 0.06093
H -0.44392 1.64748 -0.65325
H -0.84170 -1.36686 -0.60825
H 1.54052 -0.61785 -0.85257
H 0.92771 -1.53581 -2.21707
H 3.26343 0.53709 -2.15430
H 3.81090 2.41902 -3.65461
H 2.00429 3.52469 -4.94676
H -0.32027 2.73507 -4.72284
H -1.91746 1.59995 -3.00275
H -1.61796 0.38451 -4.21632
H -2.23311 -2.76320 -1.24889
H -3.08824 -1.55639 -0.28878
H -4.68230 -2.05781 -2.23761
```

Computed properties:
**Energy above the lowest of the compared OMol25 structures with the same formula, charge and spin**: 0.418 eV
**Multiplicity**: 1
**Molecular weight**: 353.42 g mol⁻¹
**SMILES**: Cc1ccnc(C)c1C(=O)NC[C@@H]1Cc2ccccc2CN1C(=O)CO
**LUMO**: 0.40 eV
**DFT total energy**: -31727.735 eV
**Frontier orbital gap**: 9.7 eV

Partial atomic charges computed with the Löwdin method, in multiples of e:
1. C -0.02
2. C -0.21
3. C -0.03
4. C -0.13
5. N 0.11
6. C -0.27
7. C -0.01
8. C -0.07
9. C -0.47
10. O 0.09
11. N 0.10
12. C -0.10
13. C -0.26
14. C -0.07
15. C -0.17
16. C -0.04
17. C -0.08
18. C -0.08
19. C -0.04
20. C -0.15
21. C -0.08
22. N 0.00
23. C -0.41
24. O 0.07
25. C -0.18
26. O -0.04
27. H 0.09
28. H 0.08
29. H 0.09
30. H 0.11
31. H 0.11
32. H 0.09
33. H 0.07
34. H 0.08
35. H 0.15
36. H 0.14
37. H 0.14
38. H 0.12
39. H 0.11
40. H 0.14
41. H 0.11
42. H 0.10
43. H 0.10
44. H 0.12
45. H 0.14
46. H 0.14
47. H 0.13
48. H 0.12
49. H 0.08

No. 2
The following is a quantum chemistry calculation of a structure of composition C42H54Br2F4N4OPTi, from OMol25.

```
109
Properties=species:S:1:pos:R:3
Ti 0.54197 -0.33440 1.42765
C -0.60420 3.08548 1.97379
C 0.91317 2.85311 1.98883
N 1.43788 1.62707 1.28529
C 2.92905 1.64707 1.46521
C 3.57678 0.25672 1.53396
N 2.59020 -0.85838 1.41052
C 2.87315 -1.99479 2.34484
C 2.63538 -1.66333 3.82772
C 1.71950 -0.49275 4.15615
N 0.38283 -0.59210 3.49312
C -0.60786 0.40159 4.00966
C -1.78661 0.51237 3.05125
N -1.32631 0.70184 1.63835
C -1.43537 2.11805 1.16374
H -0.79446 4.07570 1.55012
H -0.97563 3.12583 2.99857
H 1.27754 2.77951 3.01897
H 1.42300 3.70644 1.53254
H 1.27594 1.81554 0.27348
H 3.12575 2.17682 2.40088
H 3.36084 2.24141 0.65918
H 4.08640 0.13077 2.49107
H 4.33187 0.13382 0.75412
H 2.69511 -1.24574 0.46926
H 3.91226 -2.30226 2.19287
H 2.23914 -2.82384 2.01878
H 3.58363 -1.45423 4.32509
H 2.25064 -2.56569 4.30889
H 2.15462 0.46627 3.86065
H 1.57182 -0.45866 5.24199
H 0.01463 -1.53706 3.66878
H -0.08655 1.35442 4.12207
H -0.97094 0.09538 4.99695
H -2.42311 1.35003 3.35307
H -2.39733 -0.39711 3.09311
H -1.97220 0.16570 1.04683
H -2.49195 2.40155 1.20947
H -1.13831 2.12110 0.11413
C -1.70429 -4.98158 -4.23208
C -2.00147 -5.47779 -2.81861
C -3.52055 -5.64088 -2.65646
C -1.30955 -6.83342 -2.60990
C -1.49685 -4.50814 -1.75606
C -0.80149 -3.33907 -2.08592
C -0.39481 -2.53291 -1.04824
Br 0.61955 -0.94733 -1.37403
C -0.64347 -2.82793 0.28040
O -0.18407 -1.87202 1.15590
C -1.30503 -3.99292 0.65715
C -1.71461 -4.79483 -0.40350
C -1.55634 -4.34896 2.12028
C -2.45745 -3.28127 2.75049
C -0.22167 -4.40917 2.87309
C -2.24207 -5.70770 2.27559
H -2.10441 -5.69373 -4.95031
H -0.63476 -4.90154 -4.42305
H -2.17383 -4.01965 -4.43787
H -3.89610 -6.31019 -3.42727
H -4.03740 -4.68704 -2.76018
H -3.78661 -6.07292 -1.69425
H -1.66373 -7.53872 -3.35801
H -1.52797 -7.25770 -1.63173
H -0.22855 -6.74803 -2.71481
H -0.58570 -3.07715 -3.10862
H -2.23932 -5.70516 -0.16951
H -1.97958 -2.29221 2.72188
H -2.66027 -3.52804 3.79063
H -3.41132 -3.20815 2.23009
H 0.34523 -3.47609 2.78136
H 0.40818 -5.21308 2.49779
H -0.40079 -4.59375 3.93004
H -3.24110 -5.71287 1.84545
H -2.34409 -5.93271 3.33409
H -1.66274 -6.51162 1.82774
F 5.10796 4.33890 -5.57620
C 4.16313 4.09095 -4.69425
C 3.14474 5.00784 -4.47411
F 3.10925 6.13999 -5.15188
C 2.15978 4.71716 -3.53286
F 1.19632 5.62514 -3.37079
C 2.14270 3.53581 -2.80179
P 0.83765 3.18129 -1.58854
C -0.67647 3.06946 -2.57693
C -0.89261 3.81291 -3.73530
C -2.09231 3.71482 -4.41822
C -3.10346 2.88777 -3.94654
C -2.90808 2.15135 -2.78851
C -1.69947 2.23923 -2.11645
C 0.65894 4.76708 -0.71168
C 1.80403 5.35366 -0.16946
C 1.71238 6.51560 0.57565
C 0.46927 7.09731 0.79864
C -0.67111 6.52179 0.25886
C -0.57817 5.36497 -0.50295
C 3.18691 2.64350 -3.04000
Br 3.41674 1.01796 -2.07383
C 4.18059 2.90237 -3.96298
F 5.17439 2.04921 -4.16745
H -0.12572 4.48173 -4.11658
H -2.24062 4.29365 -5.31615
H -4.03935 2.82396 -4.47856
H -3.69426 1.50957 -2.41434
H -1.55336 1.65037 -1.21896
H 2.78061 4.92703 -0.37090
H 2.60431 6.98004 0.96650
H 0.39611 8.01248 1.36777
H -1.63234 6.98742 0.40828
H -1.47171 4.94074 -0.94202
```

Computed properties:
**Energy above the lowest of the compared OMol25 structures with the same formula, charge and spin**: 0.464 eV
**Multiplicity**: 1
**Molecular weight**: 945.56 g mol⁻¹
**LUMO**: -10.40 eV
**DFT total energy**: -235774.808 eV
**Frontier orbital gap**: 5.0 eV
**Charge**: +3

Löwdin population analysis, charges in e, atoms 1 to 99:
1. Ti 1.06
2. C -0.12
3. C -0.15
4. N -0.15
5. C -0.16
6. C -0.13
7. N -0.15
8. C -0.14
9. C -0.13
10. C -0.15
11. N -0.11
12. C -0.12
13. C -0.13
14. N -0.11
15. C -0.17
16. H 0.11
17. H 0.12
18. H 0.12
19. H 0.10
20. H 0.00
21. H 0.13
22. H 0.10
23. H 0.13
24. H 0.12
25. H 0.10
26. H 0.15
27. H 0.11
28. H 0.14
29. H 0.13
30. H 0.12
31. H 0.15
32. H 0.13
33. H 0.12
34. H 0.16
35. H 0.15
36. H 0.12
37. H 0.15
38. H 0.16
39. H 0.05
40. C -0.05
41. C -0.55
42. C -0.02
43. C -0.02
44. C -0.11
45. C -0.02
46. C -0.49
47. Br 0.96
48. C -0.29
49. O -0.26
50. C -0.07
51. C 0.07
52. C -0.52
53. C -0.02
54. C -0.02
55. C -0.03
56. H 0.10
57. H 0.09
58. H 0.09
59. H 0.10
60. H 0.10
61. H 0.08
62. H 0.10
63. H 0.08
64. H 0.10
65. H 0.12
66. H 0.11
67. H 0.04
68. H 0.10
69. H 0.11
70. H 0.04
71. H 0.11
72. H 0.10
73. H 0.10
74. H 0.10
75. H 0.10
76. F 0.19
77. C -0.11
78. C -0.11
79. F 0.18
80. C -0.21
81. F 0.10
82. C -0.32
83. P 1.10
84. C -0.36
85. C -0.05
86. C -0.03
87. C -0.04
88. C -0.06
89. C -0.14
90. C -0.39
91. C -0.12
92. C -0.05
93. C -0.04
94. C -0.05
95. C -0.10
96. C -0.55
97. Br 0.83
98. C -0.26
99. F 0.10

Question: Number 1 is which compound?
Answer: C20H23N3O3

Question: Look up the molecular weight of the first one.
Answer: 353.42 g mol⁻¹

Question: Which of these has the highest frontier orbital gap?
Answer: C20H23N3O3